Entry 1:
{
  "formula": "C5H14NS",
  "method": "wB97M-V/def2-TZVPD",
  "total_energy_ha": -651.4152,
  "multiplicity": 1,
  "total_charge": 1,
  "gap_ev": [7.8972, 6.9192],
  "e_above_lowest_kj_mol": 518.1,
  "homo_energy_ev": [-12.81, -12.47],
  "e_lumo_ev": [-4.91, -5.55],
  "species": ["C", "C", "C", "C", "C", "N", "S", "H", "H", "H", "H", "H", "H", "H", "H", "H", "H", "H", "H", "H", "H"],
  "coordinates": [[-0.485, 0.012, 1.262], [-0.849, 1.556, -0.639], [-2.385, -0.307, -0.171], [3.421, -0.601, 0.226], [-0.181, -0.701, -1.037], [-0.984, 0.178, -0.112], [2.172, 0.646, 0.055], [-0.183, -1.015, 1.536], [0.383, 0.759, 1.357], [-1.222, 0.295, 2.014], [-1.402, 1.511, -1.604], [-1.310, 2.424, 0.099], [0.182, 1.844, -0.879], [-2.468, -1.286, 0.351], [-3.115, 0.318, 0.384], [-2.621, -0.636, -1.209], [4.258, -0.547, -0.340], [3.064, -1.640, 0.050], [3.841, -0.545, 1.326], [-0.618, -0.885, -2.065], [0.503, -1.378, -0.604]],
  "forces_ev_per_angstrom": [[1.5, 1.8, 2.0], [-1.7, 2.9, 0.3], [-1.3, -1.9, 0.1], [-1.0, -1.2, 3.9], [-0.9, 0.8, -0.9], [0.6, -1.7, -0.6], [1.1, -0.1, -1.0], [0.0, 0.5, -0.7], [-1.5, -1.7, 0.3], [-0.4, 0.1, -0.4], [0.2, 0.5, 0.7], [0.9, -2.6, -1.8], [-0.3, -0.5, 0.4], [0.6, 0.6, 0.0], [0.6, 0.2, -0.9], [-0.2, 1.2, 0.6], [2.3, 0.9, -2.3], [-0.3, 0.6, 0.4], [-1.1, -0.3, -1.8], [0.7, 0.6, 1.4], [0.3, -0.6, 0.5]]
}

---

Entry 2:
{
  "formula": "C5H14O2",
  "method": "wB97M-V/def2-TZVPD",
  "total_energy_ha": -349.2831,
  "multiplicity": 1,
  "total_charge": 0,
  "gap_ev": 10.8434,
  "e_above_lowest_kj_mol": 243.5,
  "homo_energy_ev": -10.07,
  "e_lumo_ev": 0.77,
  "species": ["C", "C", "C", "C", "C", "O", "H", "H", "H", "H", "H", "H", "H", "H", "H", "H", "H", "H", "O", "H", "H"],
  "coordinates": [[-2.147, 1.390, -0.638], [-1.462, 0.698, 0.520], [-0.031, 0.834, 0.577], [0.631, -0.265, -0.328], [2.148, -0.146, -0.392], [2.403, 0.619, -1.654], [-3.178, 1.700, -0.610], [-2.257, 0.761, -1.466], [-1.496, 2.290, -0.891], [-1.705, -0.321, 0.456], [-2.021, 0.691, 1.418], [0.175, 0.736, 1.518], [0.323, 1.896, 0.348], [0.106, -0.286, -1.339], [0.495, -1.287, 0.066], [2.603, -0.994, -0.629], [2.461, 0.464, 0.369], [1.976, 1.403, -1.575], [-1.171, -2.674, 1.812], [-1.760, -3.312, 1.345], [-0.413, -2.363, 1.286]],
  "forces_ev_per_angstrom": [[1.0, 2.1, 0.0], [-3.4, -0.3, -0.9], [1.2, 1.0, -5.0], [-0.3, -0.2, 0.4], [-3.8, 4.1, -4.3], [2.5, -3.9, 0.4], [-0.4, 0.5, 1.2], [0.8, -1.1, -1.6], [-1.1, -1.0, -0.1], [0.2, -2.1, -1.0], [-0.2, 1.8, 1.7], [2.1, -1.0, 5.5], [-0.4, -1.3, -0.2], [1.1, 0.1, 1.1], [-0.7, 0.4, 0.3], [2.2, -3.8, 0.0], [1.4, 0.8, 2.3], [-2.0, 3.8, 0.3], [-0.5, -0.3, 0.1], [1.2, 0.9, 0.1], [-0.9, -0.7, -0.1]]
}

---

Entry 3:
{
  "formula": "C5H14O2",
  "method": "wB97M-V/def2-TZVPD",
  "total_energy_ha": -349.3017,
  "multiplicity": 1,
  "total_charge": 0,
  "gap_ev": 9.4790,
  "e_above_lowest_kj_mol": 194.5,
  "homo_energy_ev": -8.75,
  "e_lumo_ev": 0.73,
  "species": ["C", "C", "C", "C", "C", "H", "H", "H", "H", "H", "H", "H", "H", "H", "H", "O", "H", "H", "O", "H", "H"],
  "coordinates": [[1.229, 0.960, -0.277], [0.108, -0.083, -0.345], [-0.952, -0.314, 0.485], [-2.045, -1.231, 0.135], [-1.131, 0.567, 1.743], [1.966, 0.517, 0.427], [1.840, 1.379, -1.181], [0.755, 1.761, 0.307], [0.280, -0.980, -0.917], [-3.011, -0.689, 0.247], [-2.186, -2.093, 0.737], [-2.169, -1.538, -0.950], [-1.987, 1.234, 1.676], [-0.199, 1.101, 2.152], [-1.611, -0.141, 2.531], [-1.867, 0.786, -2.560], [-1.320, 0.700, -3.418], [-1.059, 0.623, -2.017], [4.413, -0.627, 0.141], [5.067, -0.607, 0.892], [3.878, -1.323, 0.193]],
  "forces_ev_per_angstrom": [[0.1, -0.1, 1.1], [-0.1, -1.2, 0.3], [2.1, 2.9, 0.0], [-2.1, 0.1, -1.8], [-0.6, -1.5, 1.2], [0.1, 0.4, -0.5], [-1.7, -1.1, 1.4], [0.6, 0.4, -0.5], [0.1, 0.1, -1.2], [0.5, 0.0, 0.2], [0.3, -0.9, 0.8], [1.0, 0.3, 1.2], [0.2, 0.6, -0.5], [-1.5, -1.0, -0.7], [1.4, 0.9, -0.8], [2.9, -0.5, -2.0], [-2.0, 0.4, 1.2], [-1.1, 0.1, 0.7], [4.5, 5.0, 0.5], [-1.4, -0.4, -1.2], [-3.2, -4.6, 0.7]]
}

---

Entry 4:
{
  "formula": "C5H14O2",
  "method": "wB97M-V/def2-TZVPD",
  "total_energy_ha": -349.0176,
  "multiplicity": 2,
  "s2": 0.753,
  "total_charge": 1,
  "gap_ev": [10.7983, 7.0865],
  "e_above_lowest_kj_mol": 93.1,
  "homo_energy_ev": [-15.19, -15.18],
  "e_lumo_ev": [-4.39, -8.09],
  "species": ["C", "C", "C", "C", "C", "H", "H", "H", "H", "H", "H", "H", "H", "H", "H", "H", "H", "O", "H", "H", "O"],
  "coordinates": [[1.324, -1.787, 1.056], [0.890, -0.676, 0.052], [0.680, 0.707, 0.597], [0.658, 1.072, 1.941], [0.320, 1.707, -0.399], [0.680, -2.655, 1.074], [1.340, -1.472, 2.114], [2.325, -2.162, 0.822], [0.068, -0.869, -0.644], [1.656, -0.611, -0.737], [0.738, 2.138, 2.156], [0.716, 0.410, 2.795], [0.519, 1.675, -1.469], [0.287, 2.733, -0.008], [-0.773, 1.485, -0.566], [-0.842, -0.553, -3.420], [-2.273, -0.029, -3.187], [-1.513, -0.419, -2.751], [-1.972, 0.476, 0.115], [-2.588, -0.855, -0.130], [-2.240, -0.313, 0.588]],
  "forces_ev_per_angstrom": [[-0.2, 0.2, 0.1], [1.1, 0.0, 1.1], [0.0, -1.7, -2.3], [0.7, 0.8, 0.8], [-2.1, 1.3, 0.2], [-0.4, -0.1, -0.4], [0.1, 0.2, -0.5], [-0.1, 0.2, 0.0], [-0.6, -0.3, 0.5], [0.3, 0.4, 0.3], [-0.3, -0.2, 0.1], [-0.2, -0.2, -0.3], [1.2, -0.5, 0.2], [0.3, -0.3, -0.2], [0.4, 0.2, 0.4], [0.0, -0.1, -0.4], [-0.1, 0.0, -0.3], [0.1, 0.1, 0.7], [-0.3, 0.2, 0.0], [-0.1, -0.3, 0.1], [0.1, -0.1, -0.1]]
}

---

Entry 5:
{
  "formula": "C5H14O3",
  "method": "wB97M-V/def2-TZVPD",
  "total_energy_ha": -424.5492,
  "multiplicity": 1,
  "total_charge": 0,
  "gap_ev": 9.2654,
  "e_above_lowest_kj_mol": 149.7,
  "homo_energy_ev": -8.51,
  "e_lumo_ev": 0.76,
  "species": ["C", "C", "C", "C", "C", "H", "H", "H", "H", "H", "H", "H", "H", "O", "H", "H", "O", "H", "H", "O", "H", "H"],
  "coordinates": [[0.776, 2.363, 0.691], [-0.287, 1.652, 0.333], [-0.167, 0.257, -0.095], [-1.184, -0.451, -0.577], [-0.994, -1.731, -1.320], [0.751, 3.433, 0.859], [1.793, 1.988, 0.617], [-1.260, 2.125, 0.273], [0.824, -0.167, 0.032], [-2.216, -0.200, -0.334], [-1.046, -1.468, -2.363], [-1.720, -2.531, -1.212], [-0.007, -2.147, -1.143], [1.174, -0.729, 2.739], [1.682, -0.002, 2.355], [0.273, -0.428, 2.568], [1.656, -3.027, 1.163], [2.388, -2.472, 0.890], [1.447, -2.739, 2.060], [-1.109, 2.090, -2.342], [-1.961, 1.911, -1.971], [-0.812, 2.272, -3.226]],
  "forces_ev_per_angstrom": [[0.5, 0.7, -0.3], [0.3, -0.4, 0.3], [-0.4, 0.5, 0.5], [-0.1, -1.2, 0.8], [0.3, -0.1, -0.1], [-0.3, -0.1, 0.2], [-0.1, -0.4, 0.1], [-0.1, 0.0, 0.1], [0.1, -0.1, -0.7], [0.1, 0.7, -0.5], [0.1, 0.1, -0.7], [-0.3, 0.1, 0.5], [0.2, -0.1, 0.1], [0.0, 0.6, 0.0], [0.1, -0.2, 0.2], [-0.1, -0.2, 0.0], [-0.1, -0.5, -0.1], [0.1, 0.1, 0.1], [0.1, 0.3, -0.2], [2.1, 0.2, 1.5], [-0.8, 0.0, -1.3], [-1.4, -0.1, -0.6]]
}

---

Entry 6:
{
  "formula": "C5H14P2",
  "method": "wB97M-V/def2-TZVPD",
  "total_energy_ha": -881.5189,
  "multiplicity": 1,
  "total_charge": 0,
  "gap_ev": 9.7610,
  "e_above_lowest_kj_mol": 185.2,
  "homo_energy_ev": -8.70,
  "e_lumo_ev": 1.06,
  "species": ["C", "C", "C", "P", "P", "C", "C", "H", "H", "H", "H", "H", "H", "H", "H", "H", "H", "H", "H", "H", "H"],
  "coordinates": [[-1.810, 1.834, 0.614], [-1.641, 0.545, -0.112], [-0.181, 0.078, -0.514], [0.741, 1.317, -1.638], [0.746, -0.740, 0.943], [0.403, -2.612, 0.834], [2.414, -0.697, 0.193], [-1.779, 2.760, -0.140], [-2.747, 1.918, 1.124], [-0.945, 2.105, 1.339], [-2.054, -0.238, 0.516], [-2.173, 0.734, -0.966], [-0.372, -0.656, -1.400], [0.440, 2.646, -1.033], [-0.525, 1.718, -2.241], [-0.542, -2.830, 1.134], [1.139, -2.987, 1.612], [0.649, -3.157, -0.008], [3.273, -1.143, 0.550], [2.523, 0.362, 0.056], [2.440, -0.959, -0.864]],
  "forces_ev_per_angstrom": [[2.7, 3.8, -0.1], [2.4, -0.7, 1.8], [-0.9, -0.4, -1.4], [-1.9, 1.6, 0.6], [-0.3, -0.9, -0.8], [3.2, 2.1, 2.0], [-1.7, 1.1, -2.1], [-0.1, -2.0, 1.4], [-0.5, -0.1, 0.4], [-1.5, -0.7, -0.9], [-0.4, -0.4, -0.2], [-1.5, -0.6, -2.4], [0.5, 0.6, 1.7], [0.9, -1.2, 0.3], [0.7, -0.8, -0.4], [-2.8, -0.7, 1.0], [-1.0, 0.3, -0.5], [0.5, -0.6, -2.3], [1.5, -0.8, 1.7], [0.8, 0.9, 0.5], [-0.5, -0.6, -0.3]]
}